--- w ---
Here is a cluster of 2 separate species, CH6NO in total from the OMol25 dataset. Energies are from wB97M-V/def2-TZVPD.

Values from the calculation:
lowest unoccupied orbital energy = -4.82 eV
frontier orbital gap = 11.9 eV
HOMO = -0.61412 Ha
total charge = +1

Each line ends with the Mulliken charge.
CARTESIAN COORDINATES (ANGSTROEM)
C 0.81937 -0.59139 -0.03759  0.049
N -1.15192 0.29645 -0.08708  -0.682
O 1.56250 0.42940 -0.21522  -0.317
H 0.68444 -1.05439 0.93052  0.297
H 0.66443 -1.17771 -0.94168  0.309
H -1.53312 0.09433 0.83547  0.331
H -1.17178 1.29032 -0.28011  0.300
H -1.67482 -0.24086 -0.77478  0.314
H 1.80089 0.95384 0.57047  0.399

=====

--- x ---
Here is a cluster of 2 separate species, CH6NO in total from the OMol25 dataset. Energies are from wB97M-V/def2-TZVPD.

Values from the calculation:
lowest unoccupied orbital energy = -4.52 eV
frontier orbital gap = 10.8 eV
HOMO = -0.56407 Ha
total charge = +1

Each line ends with the Mulliken charge.
CARTESIAN COORDINATES (ANGSTROEM)
N 1.37388 0.22470 0.74595  -0.469
H 2.01459 0.88836 0.18395  0.404
H 1.13245 0.52304 1.69386  0.396
H 0.47362 0.06249 0.21724  0.284
H 1.85893 -0.63949 0.95481  0.388
O -0.63054 0.23604 -0.87656  -0.511
C -1.75311 -0.26010 -0.78735  0.011
H -1.98259 -1.36497 -0.84014  0.244
H -2.48723 0.32993 -1.29175  0.255

=====

Need the numbers? Relative energies in kJ/mol: w 7.6; x 0.0.

=====

--- w ---
Here is a cluster of 2 separate species, C4H13N2O in total from the OMol25 dataset. Energies are from wB97M-V/def2-TZVPD.

Values from the calculation:
lowest unoccupied orbital energy = -2.73 eV
frontier orbital gap = 11.3 eV
HOMO = -0.51535 Ha
total charge = +1

Each line ends with the Mulliken charge.
CARTESIAN COORDINATES (ANGSTROEM)
C 0.59621 -1.20070 1.02064  -0.728
C -0.17687 0.06125 1.38592  -0.538
C -1.50554 0.19406 0.63118  -0.671
C -2.25789 0.72032 -1.52347  -0.346
N -1.31004 0.25392 -0.82903  -0.359
N 1.01889 -1.14017 -0.42970  -0.124
H -0.03004 -2.07952 1.13722  0.407
H 1.49651 -1.30558 1.62099  0.350
H -0.47739 -0.01929 2.42905  0.325
H 0.45998 0.92640 1.21408  0.293
H -2.12702 -0.65670 0.82462  0.344
H -2.01342 1.09000 0.98523  0.461
H -3.17054 1.09299 -1.05502  0.254
H -2.14155 0.75382 -2.59848  0.271
H 1.73551 -0.41522 -0.58643  0.319
H 1.34156 -2.03326 -0.79016  0.375
H 0.16999 -0.81717 -0.94269  0.408
H 2.86418 1.79090 -0.08385  0.298
H 2.93865 1.57418 -1.61737  0.300
O 2.58879 1.20980 -0.79275  -0.638

=====

--- x ---
Here is the ion C4H13N2O with charge +1 from the OMol25 dataset. Energies are from wB97M-V/def2-TZVPD.

Values from the calculation:
SMILES = CNC[C@@H]([NH3+])CO
lowest unoccupied orbital energy = -3.21 eV
frontier orbital gap = 10.7 eV
HOMO = -0.50972 Ha
total charge = +1

Each line ends with the Mulliken charge.
CARTESIAN COORDINATES (ANGSTROEM)
C 1.73830 -1.83068 -0.25086  -0.981
N 0.95728 -1.34428 1.03720  -0.542
C -0.46176 -1.19352 0.70332  -0.566
C -0.66109 0.29358 0.22016  -0.145
N 0.50115 1.10112 0.53991  -0.134
C -1.19497 0.70233 -1.17700  -0.507
O -0.96030 2.11348 -1.07829  -0.573
H 1.19482 -1.56181 -1.14962  0.289
H 2.17646 -2.82135 -0.12626  0.332
H 2.56801 -1.13289 -0.21369  0.392
H 1.04351 -2.10086 1.73148  0.322
H -1.03969 -1.13847 1.70446  0.381
H -0.90353 -2.06620 0.08317  0.325
H -1.65303 0.67008 0.76972  0.324
H 1.35562 0.46520 0.46284  0.308
H 0.43314 1.41033 1.55937  0.382
H 0.46600 2.04410 0.00488  0.412
H -2.31179 0.40849 -1.17428  0.394
H -0.51138 0.27205 -1.99272  0.237
H -1.86763 2.51546 -1.04652  0.350

=====

--- y ---
Here is a cluster of 2 separate species, C4H13N2O in total from the OMol25 dataset. Energies are from wB97M-V/def2-TZVPD.

Values from the calculation:
lowest unoccupied orbital energy = -2.95 eV
frontier orbital gap = 10.8 eV
HOMO = -0.50405 Ha
total charge = +1

Each line ends with the Mulliken charge.
CARTESIAN COORDINATES (ANGSTROEM)
C 2.47278 -0.21372 0.55146  -1.421
C 1.18579 0.20506 1.24045  -0.279
C -0.07470 -0.22849 0.51714  -0.297
C -1.26525 -0.38220 1.07032  -0.089
N -2.29008 -1.00796 0.30145  -0.606
N 0.00260 -0.53458 -0.91801  -0.088
H 2.50511 0.21598 -0.43892  0.373
H 3.32367 0.20751 1.07955  0.359
H 2.60726 -1.28811 0.46453  0.389
H 1.15240 1.29222 1.31595  0.277
H 1.06987 -0.19550 2.24420  0.378
H -1.47335 -0.06587 2.08583  0.416
H -3.19401 -0.54968 0.30800  0.247
H -2.42465 -1.97120 0.57743  0.240
H 0.86058 -1.01063 -1.19170  0.386
H -0.03268 0.36541 -1.43235  0.363
H -0.86520 -1.06579 -1.11854  0.395
H -1.53904 1.76963 -2.87514  0.301
H -0.99832 2.68034 -1.72397  0.294
O -1.02282 1.77760 -2.05767  -0.639

=====

--- z ---
Here is a cluster of 2 separate species, C4H13N2O in total from the OMol25 dataset. Energies are from wB97M-V/def2-TZVPD.

Values from the calculation:
lowest unoccupied orbital energy = -4.16 eV
frontier orbital gap = 10.0 eV
HOMO = -0.51993 Ha
total charge = +1

Each line ends with the Mulliken charge.
CARTESIAN COORDINATES (ANGSTROEM)
C -0.65574 -2.09733 1.21475  -0.993
N -0.66827 -0.68890 0.74261  -0.544
C -0.36890 0.21174 1.86847  -0.618
O -0.51082 1.56995 1.49098  -0.494
H 0.36419 -2.40246 1.43217  0.343
H -1.00265 -2.72292 0.39425  0.353
H -1.30137 -2.24262 2.08031  0.312
H -1.64738 -0.52874 0.48815  0.300
H -0.96794 -0.04698 2.74765  0.415
H 0.67406 0.07118 2.15109  0.339
H -1.46586 1.70173 1.44659  0.350
C 1.63435 0.09606 -2.06190  -0.803
C 0.02590 1.81979 -1.69580  -0.020
N 0.41426 0.64458 -1.44409  0.183
H 1.42315 -0.91337 -2.40509  0.311
H 2.42437 0.09138 -1.31329  0.336
H 1.93408 0.71291 -2.90398  0.336
H 0.54067 2.47038 -2.39272  0.262
H -0.85357 2.21046 -1.20112  0.203
H 0.00745 0.04316 -0.63902  0.431

=====

Need the numbers? Relative energies in kJ/mol: w 0.0; x 216.8; y 16.3; z 102.1.

=====

--- w ---
Here is a cluster of 2 separate species, C4H13N2O in total from the OMol25 dataset. Energies are from wB97M-V/def2-TZVPD.

Values from the calculation:
lowest unoccupied orbital energy = -3.02 eV
frontier orbital gap = 9.2 eV
HOMO = -0.45081 Ha
total charge = +1

Each line ends with the Mulliken charge.
CARTESIAN COORDINATES (ANGSTROEM)
C -0.52236 -0.11686 -0.78224  -0.490
C -1.22712 0.49694 0.43360  -0.878
C -0.72369 -0.09730 1.72501  0.714
C 0.34753 0.50070 2.31067  -1.219
N -1.36573 -1.22686 2.11828  -0.422
N 0.96409 -0.32219 -0.46757  -0.238
H -0.91589 -1.08019 -1.07111  0.412
H -0.51792 0.58951 -1.60752  0.294
H -2.29679 0.29937 0.30766  0.403
H -1.10514 1.58110 0.39821  0.332
H 0.44549 1.56041 2.17067  0.359
H 0.97643 0.01068 3.04691  0.293
H 1.19786 1.35080 -4.21160  0.320
H -1.88301 -1.86633 1.53916  0.208
H -1.11030 -1.63477 3.00250  0.232
H 1.13971 -1.21570 0.00911  0.386
H 1.49419 -0.33654 -1.33694  0.305
H 1.12413 0.36393 0.26840  0.295
H 2.26312 0.33878 -4.24958  0.324
O 1.71538 0.80454 -3.60361  -0.630

=====

--- x ---
Here is a cluster of 2 separate species, C4H13N2O in total from the OMol25 dataset. Energies are from wB97M-V/def2-TZVPD.

Values from the calculation:
lowest unoccupied orbital energy = -3.30 eV
frontier orbital gap = 9.4 eV
HOMO = -0.46506 Ha
total charge = +1

Each line ends with the Mulliken charge.
CARTESIAN COORDINATES (ANGSTROEM)
C 0.25472 2.61060 0.88952  -1.222
C 1.02907 1.74948 -0.05804  -0.589
C 0.30244 0.42135 -0.37359  0.913
C 1.04260 -0.69932 -0.17570  -0.885
N 0.69558 -2.05332 -0.48486  -0.184
N -0.95446 0.65457 -0.78940  -0.420
H -0.62190 2.31501 1.45963  0.393
H 0.11982 3.60576 0.49723  0.342
H 0.96383 2.93534 1.68886  0.328
H 2.08706 1.51722 -0.01995  0.407
H 1.06034 2.39423 -1.03411  0.303
H 2.10550 -0.55213 0.04872  0.265
H 1.03178 -2.73631 0.20072  0.385
H -0.33646 -2.22298 -0.52275  0.288
H 1.07152 -2.39924 -1.38051  0.385
H -1.58076 -0.12544 -0.86956  0.083
H -1.47718 1.51577 -0.81703  0.236
H -1.77016 -2.22914 1.67891  0.295
H -2.58560 -1.72964 0.42958  0.311
O -1.74263 -2.09059 0.72467  -0.634

=====

--- y ---
Here is a cluster of 2 separate species, C4H13N2O in total from the OMol25 dataset. Energies are from wB97M-V/def2-TZVPD.

Values from the calculation:
lowest unoccupied orbital energy = -3.08 eV
frontier orbital gap = 10.9 eV
HOMO = -0.51221 Ha
total charge = +1

Each line ends with the Mulliken charge.
CARTESIAN COORDINATES (ANGSTROEM)
C -1.93341 0.71016 0.33790  -0.956
C 0.52150 -2.21469 1.85026  -0.849
C 0.30843 -1.51878 0.74868  -0.019
C -0.59772 1.38752 0.76921  0.091
N 0.52402 -0.05857 0.72202  -0.177
N 1.20030 0.33706 -2.08280  -0.901
O -0.02861 2.25407 -0.08744  -0.447
H -2.55903 0.90059 1.21212  0.310
H -1.76304 -0.35835 0.24047  0.235
H -2.45390 1.24646 -0.46091  0.433
H 0.80051 -1.89678 2.85672  0.256
H 0.66434 -3.29922 1.87416  0.263
H -0.03737 -1.91875 -0.17329  0.424
H -0.47553 1.53525 1.81888  0.459
H 0.80334 0.08394 -0.29534  0.350
H 1.20602 0.18791 1.43412  0.367
H 1.61968 1.19294 -2.31245  0.263
H 0.64002 0.25274 -3.00096  0.272
H 1.85767 -0.36723 -2.11322  0.255
H -0.36053 1.91309 -0.94961  0.369

=====

Need the numbers? Relative energies in kJ/mol: w 0.0; x 60.2; y 149.5.